a) Entry from the OMol25 dataset: a 3-piece molecular cluster, C2H13N2O2 overall (ωB97M-V/def2-TZVPD).

Values from the calculation:
Total charge: +1
LUMO level, eV: -2.88

Last columns: bonded neighbours and bond lengths (Å).
Cartesian coordinates (Å):
1 H 0.38 -1.11 -0.13  N17 1.030
2 H 0.29 -2.42 -2.92  O4 0.960
3 H -2.47 0.68 -0.02  N14 1.013
4 O 0.69 -1.83 -2.27  H2 0.960, H7 0.966
5 H 0.37 -0.43 1.33  N17 1.033
6 H -1.20 -0.52 3.01  O10 0.966
7 H 1.38 -1.40 -2.78  O4 0.966
8 H 1.79 -0.88 0.57  N17 0.994
9 C 0.87 0.78 -0.43  H11 1.087, C15 1.534, N17 1.506, H18 1.082
10 O -0.44 0.08 3.00  H6 0.966, H13 0.967
11 H 1.26 1.64 0.12  C9 1.087
12 H -0.80 0.21 -1.57  C15 1.076
13 H -0.06 -0.04 3.88  O10 0.967
14 N -1.50 0.69 0.29  H3 1.013, C15 1.455, H16 1.024
15 C -0.60 0.96 -0.82  C9 1.534, H12 1.076, N14 1.455, H19 1.087
16 H -1.52 1.51 0.90  N14 1.024
17 N 0.91 -0.44 0.45  H1 1.030, H5 1.033, H8 0.994, C9 1.506
18 H 1.44 0.57 -1.32  C9 1.082
19 H -0.78 1.93 -1.29  C15 1.087

b) Entry from the OMol25 dataset: a 3-piece molecular cluster, C2H13N2O2 overall (ωB97M-V/def2-TZVPD).

Values from the calculation:
Total charge: +1
LUMO level, eV: -2.88

Last columns: bonded neighbours and bond lengths (Å).
Cartesian coordinates (Å):
1 H 0.35 2.46 2.82  O5 0.964
2 H 1.50 0.23 0.50  C7 1.087
3 H -0.28 -1.80 -0.83  C13 1.094
4 H 0.61 1.47 3.90  O5 0.964
5 O 0.27 1.52 3.00  H1 0.964, H4 0.964
6 H 0.46 0.52 -1.74  N8 1.058
7 C 0.58 -0.18 0.09  H2 1.087, N8 1.491, C13 1.537, H16 1.085
8 N 0.04 0.86 -0.83  H6 1.058, C7 1.491, H15 0.989, H19 1.024
9 H -3.50 0.52 0.15  O14 0.959
10 N 1.25 -1.07 -2.06  H11 1.013, H12 1.011, C13 1.469
11 H 2.27 -1.06 -2.08  N10 1.013
12 H 0.95 -1.68 -2.81  N10 1.011
13 C 0.76 -1.47 -0.73  H3 1.094, C7 1.537, N10 1.469, H17 1.085
14 O -2.69 0.12 0.45  H9 0.959, H18 0.964
15 H 0.26 1.81 -0.67  N8 0.989
16 H -0.15 -0.34 0.87  C7 1.085
17 H 1.30 -2.29 -0.26  C13 1.085
18 H -3.01 -0.54 1.08  O14 0.964
19 H -0.98 0.91 -0.86  N8 1.024

Most stable one: a), least stable one: b).

a) Entry from the OMol25 dataset: an isolated ion of composition CHN2 and charge +1 (ωB97M-V/def2-TZVPD).

Values from the calculation:
Total charge: +1
LUMO level (spin up / spin down), eV: -9.93 / -9.95

Last columns: bonded neighbours and bond lengths (Å).
Cartesian coordinates (Å):
1 H -0.40 0.00 0.00  C2 1.074
2 C 0.67 0.06 0.00  H1 1.074, N3 1.173
3 N 1.83 -0.14 0.00  C2 1.173, N4 1.120
4 N 2.93 0.08 0.00  N3 1.120

b) Entry from the OMol25 dataset: an isolated ion of composition CHN2 and charge +1 (ωB97M-V/def2-TZVPD).

Values from the calculation:
Total charge: +1
LUMO level (spin up / spin down), eV: -10.03 / -10.05

Last columns: bonded neighbours and bond lengths (Å).
Cartesian coordinates (Å):
1 C 0.31 0.50 -0.21  N3 1.176, H4 0.986
2 N -0.71 -1.41 0.62  N3 1.169
3 N -0.36 -0.39 0.17  C1 1.176, N2 1.169
4 H 0.76 1.30 -0.58  C1 0.986

Most stable one: b), least stable one: a).